1.
15
Properties=species:S:1:pos:R:3:nbo_charge:R:1 method="wB97M-V/def2-TZVPD" charge=+1 homo_lumo_gap_ha=0.3321 homo_ev=-13.211
C -3.037 0.128 0.057 0.27
C 1.312 -1.685 0.051 -0.04
C 1.712 -0.396 0.089 -0.05
C -0.521 -0.446 -0.078 0.60
C 0.615 1.823 -0.068 -0.41
N -1.842 -0.050 0.083 -0.54
N -0.057 -1.710 -0.099 -0.47
N 0.542 0.392 -0.020 -0.29
S -4.546 0.544 0.005 0.21
H 1.990 -2.495 0.133 0.26
H 2.748 -0.124 0.198 0.27
H 1.539 2.198 0.591 0.25
H 0.646 2.074 -1.099 0.24
H -0.307 2.121 0.443 0.24
H -0.794 -2.375 -0.284 0.46



2.
15
Properties=species:S:1:pos:R:3:nbo_charge:R:1 method="wB97M-V/def2-TZVPD" homo_lumo_gap_ha=0.3660 homo_ev=-9.387 smiles="[H]/N=C1/NC(C)=N[C@@H]1C#N"
H -2.528 1.999 0.049 0.37
N -1.568 2.009 -0.182 -0.68
C -0.824 1.007 0.104 0.46
N 0.486 0.912 -0.145 -0.61
C 0.971 -0.337 -0.039 0.46
C 2.342 -0.723 -0.345 -0.66
N 0.040 -1.176 0.458 -0.46
C -1.164 -0.399 0.696 -0.26
C -2.263 -0.996 -0.047 0.29
N -3.112 -1.432 -0.676 -0.30
H 1.042 1.776 -0.337 0.43
H 3.060 -0.246 0.343 0.24
H 2.452 -0.358 -1.387 0.23
H 2.471 -1.725 -0.246 0.25
H -1.404 -0.310 1.752 0.26



3.
15
Properties=species:S:1:pos:R:3:nbo_charge:R:1 method="wB97M-V/def2-TZVPD" homo_lumo_gap_ha=0.3295 homo_ev=-8.469 smiles="N#C[C@@H]1C=CN=C(N)N1"
N -3.671 0.705 0.159 -0.30
C -2.599 0.545 -0.175 0.27
C -1.200 0.069 -0.379 -0.15
C -0.901 -1.505 0.038 -0.26
C 0.404 -1.790 0.237 0.00
N 1.456 -0.938 0.096 -0.58
C 1.326 0.341 0.099 0.62
N 2.304 1.295 -0.090 -0.80
N -0.042 0.820 0.054 -0.65
H -1.189 0.202 -1.444 0.21
H -1.710 -2.136 0.309 0.22
H 0.766 -2.795 0.357 0.21
H 2.078 2.350 -0.110 0.40
H 3.180 1.131 0.265 0.40
H -0.200 1.708 0.582 0.39



4.
15
Properties=species:S:1:pos:R:3:nbo_charge:R:1 method="wB97M-V/def2-TZVPD" charge=+2 homo_lumo_gap_ha="0.2452 / 0.2452" homo_ev="-19.517 / -19.517"
C 1.985 0.157 0.097 -0.09
C 1.478 -0.927 -0.467 -0.16
C 1.103 1.092 0.777 -0.14
C 0.036 -1.001 -0.552 0.11
C -0.256 0.865 0.909 -0.03
N -4.162 0.763 0.122 -0.17
N -2.455 -0.718 0.074 0.03
N -3.270 0.052 0.123 0.36
N -0.630 -0.257 0.247 0.00
H 3.097 0.268 0.067 0.31
H 1.982 -1.717 -0.915 0.29
H 1.472 2.057 1.362 0.33
H -0.490 -1.762 -1.020 0.29
H -0.893 1.469 1.504 0.29
H -5.123 1.178 -0.124 0.57



5.
17
Properties=species:S:1:pos:R:3:nbo_charge:R:1 method="wB97M-V/def2-TZVPD" charge=-1 homo_lumo_gap_ha=0.3313 homo_ev=-5.250
C -0.728 -0.069 -1.024 0.27
C 0.498 -0.848 1.228 0.68
C 0.535 1.549 0.802 -0.39
C 1.592 0.958 -0.171 -0.40
C 0.387 0.158 0.208 -0.19
N -1.632 -1.007 -1.017 -0.42
N -0.832 0.798 -2.052 -0.40
N -2.377 -0.677 -2.025 -0.16
N -1.936 0.368 -2.654 -0.16
N -0.460 -1.845 1.186 -0.83
O 1.235 -0.896 2.189 -0.66
H 0.712 1.726 1.910 0.22
H 0.140 2.408 0.360 0.22
H 1.653 1.216 -1.237 0.24
H 2.513 0.733 0.355 0.21
H -0.932 -1.842 0.319 0.41
H -0.366 -2.728 1.624 0.38



6.
17
Properties=species:S:1:pos:R:3:nbo_charge:R:1 method="wB97M-V/def2-TZVPD" charge=+1 homo_lumo_gap_ha=0.3343 homo_ev=-14.379
C -2.659 1.152 -0.538 0.14
C -1.024 -0.084 -0.430 0.09
C 0.138 -0.751 -0.597 0.63
C 1.620 2.370 -0.187 0.84
C 1.556 -2.188 0.770 -0.45
N -1.542 0.839 -1.174 -0.32
N -2.847 0.435 0.568 -0.15
N -1.868 -0.382 0.601 -0.25
N 2.121 1.794 -1.065 -0.79
N 0.791 -1.590 -0.203 -0.15
O 0.830 2.552 0.612 -0.50
H -3.318 1.902 -0.820 0.23
H 1.251 -3.160 0.453 0.26
H 2.613 -2.032 0.619 0.28
H -1.842 -0.982 1.358 0.43
H 2.971 2.008 -1.697 0.45
H 1.208 -1.882 1.729 0.25



7.
20
Properties=species:S:1:pos:R:3:nbo_charge:R:1 method="wB97M-V/def2-TZVPD" homo_lumo_gap_ha=0.2297 homo_ev=-8.069
C -0.828 -2.243 0.244 0.80
C -1.540 1.949 -0.244 0.76
C 2.265 0.443 0.054 0.80
C -0.014 -0.095 0.610 0.34
C 0.422 -0.609 -0.710 0.68
N -0.476 -1.346 1.220 -0.63
N -0.977 0.932 0.742 -0.71
N -0.262 -1.747 -0.976 -0.57
N -1.315 1.554 -1.481 -0.97
N 1.334 0.422 1.083 -0.65
N 1.640 -0.129 -1.136 -0.63
O -1.302 -3.353 0.284 -0.54
O -2.072 2.898 0.375 -0.71
O 3.408 0.742 0.043 -0.53
H -0.660 -1.235 2.209 0.44
H -0.957 1.259 1.729 0.39
H -0.301 -2.394 -1.813 0.47
H -1.718 2.146 -2.193 0.36
H 1.626 0.544 2.057 0.44
H 1.728 0.263 -2.099 0.47



8.
13
Properties=species:S:1:pos:R:3:nbo_charge:R:1 method="wB97M-V/def2-TZVPD" charge=+1 homo_lumo_gap_ha="0.2876 / 0.2877" homo_ev="-14.155 / -14.156"
C -0.864 -0.584 0.138 0.37
C -2.128 -1.086 0.205 -0.53
C 1.034 1.249 0.348 -0.32
C 1.611 0.016 -0.251 -0.30
C 0.103 0.163 -0.053 -0.10
N -3.428 -0.088 -0.053 0.32
O -3.394 1.032 -0.334 -0.11
H -2.456 -1.535 -0.747 0.31
H -2.664 -1.570 1.013 0.29
H 1.143 1.372 1.392 0.27
H 0.772 2.015 -0.273 0.26
H 1.968 0.095 -1.226 0.26
H 2.106 -0.741 0.380 0.27



9.
14
Properties=species:S:1:pos:R:3:nbo_charge:R:1 method="wB97M-V/def2-TZVPD" charge=+1 homo_lumo_gap_ha=0.3686 homo_ev=-14.690
C -0.187 -0.198 -1.129 -0.66
C -1.315 1.660 2.357 1.02
C -0.006 -1.312 1.261 -0.35
C 0.487 -0.676 0.219 -0.16
C 0.743 -0.006 -2.140 0.74
N 1.561 0.102 -2.978 -0.42
O -1.182 1.883 3.446 -0.45
O -1.632 1.551 1.251 -0.57
H 0.505 -1.532 2.192 0.25
H -1.027 -1.633 1.361 0.22
H 1.570 -0.246 0.077 0.21
H -0.603 0.778 -0.866 0.35
H -1.061 -0.780 -1.335 0.33
H 2.147 0.408 -3.716 0.50



10.
16
Properties=species:S:1:pos:R:3:nbo_charge:R:1 method="wB97M-V/def2-TZVPD" homo_lumo_gap_ha="0.1955 / 0.1955" homo_ev="-8.415 / -8.416"
C -3.166 -0.483 0.887 0.71
C 0.188 0.859 -0.312 -0.43
C -1.324 1.051 -0.387 -0.47
C 0.438 -0.026 0.935 -0.27
C -1.778 -0.014 0.591 0.15
N -0.866 -0.573 1.244 -0.32
O -3.234 -0.976 2.013 -0.62
O -4.150 -0.400 0.047 -0.77
P -6.702 -0.547 -0.499 0.81
S -5.866 -0.225 -2.145 -0.07
H 0.383 0.399 -1.322 0.21
H 0.816 1.788 -0.279 0.21
H -1.554 2.118 -0.149 0.22
H -1.593 0.907 -1.458 0.22
H 1.286 -0.868 1.049 0.21
H 0.681 0.546 1.845 0.20



11.
15
Properties=species:S:1:pos:R:3:nbo_charge:R:1 method="wB97M-V/def2-TZVPD" charge=-1 homo_lumo_gap_ha=0.2291 homo_ev=-2.878
N 0.604 1.538 -1.644 -0.47
C -0.042 0.647 -1.235 0.34
C -1.053 -0.402 -1.218 -0.53
C -0.835 -1.544 -0.224 -0.51
S -1.209 -0.598 1.333 0.11
C 0.060 0.651 1.238 -0.74
C 1.358 0.251 1.276 0.69
O 1.839 -0.870 1.311 -0.71
O 2.255 1.357 1.025 -0.77
H -1.848 0.141 -0.883 0.24
H -1.124 -0.667 -2.311 0.22
H -1.571 -2.217 -0.287 0.20
H 0.210 -1.811 -0.187 0.25
H -0.398 1.518 1.374 0.20
H 1.755 2.003 0.431 0.48



12.
16
Properties=species:S:1:pos:R:3:nbo_charge:R:1 method="wB97M-V/def2-TZVPD" charge=-1 homo_lumo_gap_ha=0.1652 homo_ev=-2.686
C 0.706 0.870 -0.537 -0.39
C 1.962 0.808 -1.233 -0.25
C 0.348 -0.050 0.301 0.10
C -0.135 -1.021 1.006 0.07
C -0.811 -1.979 -0.968 -0.25
N -1.339 2.117 2.011 0.21
O -1.517 2.224 3.226 -0.59
O -1.533 3.029 1.247 -0.58
O -0.761 -2.127 0.436 -0.49
S 3.084 -0.424 -1.089 -0.09
H 0.151 1.917 -0.690 0.27
H 2.424 1.667 -1.897 0.22
H 0.030 -1.194 2.061 0.22
H 0.028 -1.617 -1.400 0.18
H -1.484 -1.237 -1.229 0.18
H -1.153 -2.984 -1.248 0.18



13.
13
Properties=species:S:1:pos:R:3:nbo_charge:R:1 method="wB97M-V/def2-TZVPD" homo_lumo_gap_ha="0.2958 / 0.2588" homo_ev="-8.591 / -8.415"
C -0.817 1.134 0.667 -0.45
C 0.441 0.761 0.490 -0.18
C 0.151 -1.744 0.317 -0.24
C -1.122 -1.490 0.338 -0.25
C 1.062 -0.550 0.018 -0.47
N -2.750 0.292 -1.014 -1.07
P -2.224 -0.149 0.400 1.14
H -1.133 2.211 0.608 0.25
H 1.249 1.569 0.752 0.22
H 0.729 -2.625 0.542 0.23
H 1.164 -0.311 -1.014 0.25
H 2.049 -0.913 0.455 0.23
H -3.614 0.801 -0.859 0.36



14.
18
Properties=species:S:1:pos:R:3:nbo_charge:R:1 method="wB97M-V/def2-TZVPD" charge=+1 homo_lumo_gap_ha=0.2669 homo_ev=-12.340 smiles="S=PS[P@@](=S)(S)[n+]1ccccc1"
S 2.372 -2.104 0.330 -0.31
P 3.176 -1.366 -1.264 0.62
S 2.590 0.753 -1.436 -0.34
P 1.609 1.100 0.371 1.01
S 2.538 0.796 2.060 -0.38
S 0.902 3.041 0.284 -0.19
N 0.062 0.189 -0.005 -0.59
C -0.570 -0.399 1.128 0.10
C -1.791 -0.999 0.971 -0.24
C -2.520 -0.864 -0.216 -0.06
C -1.789 -0.374 -1.384 -0.22
C -0.482 0.102 -1.214 0.08
H 1.578 3.369 1.406 0.21
H 0.032 -0.379 2.032 0.27
H -2.202 -1.704 1.657 0.26
H -3.473 -1.387 -0.212 0.26
H -2.117 -0.173 -2.427 0.27
H 0.085 0.401 -2.079 0.26



15.
12
Properties=species:S:1:pos:R:3:nbo_charge:R:1 method="wB97M-V/def2-TZVPD" homo_lumo_gap_ha=0.3925 homo_ev=-10.290 smiles="C#CC(=O)CC"
C 2.797 -0.244 0.863 -0.14
C 1.974 -0.090 0.001 -0.13
C 0.712 0.055 -0.714 0.52
O 0.619 -0.030 -1.917 -0.50
C -0.462 0.354 0.205 -0.49
C -1.843 -0.043 -0.317 -0.61
H 3.451 -0.379 1.685 0.24
H -0.249 -0.148 1.155 0.22
H -0.377 1.429 0.416 0.23
H -2.628 0.443 0.282 0.22
H -1.963 -1.122 -0.179 0.21
H -1.960 0.188 -1.402 0.23



16.
12
Properties=species:S:1:pos:R:3:nbo_charge:R:1 method="wB97M-V/def2-TZVPD" homo_lumo_gap_ha=0.3944 homo_ev=-9.902 smiles="C#CCCC=O"
C 0.074 -1.106 -2.634 -0.26
C 0.384 -0.789 -1.512 0.00
C 0.529 0.133 -0.394 -0.50
C -0.426 -0.094 0.800 -0.51
C -0.263 0.899 1.928 0.45
O 0.593 1.749 1.975 -0.52
H 0.040 -1.713 -3.499 0.23
H 0.310 0.929 -1.121 0.27
H 1.542 0.364 -0.052 0.25
H -1.474 -0.074 0.480 0.24
H -0.310 -1.091 1.270 0.24
H -0.999 0.794 2.759 0.11



17.
12
Properties=species:S:1:pos:R:3:nbo_charge:R:1 method="wB97M-V/def2-TZVPD" homo_lumo_gap_ha=0.3228 homo_ev=-8.667 smiles="C=C=C=O.C=C"
C -2.001 0.504 -0.564 -0.42
C -0.868 0.785 0.036 -0.21
C -0.094 0.561 1.125 0.58
O 0.365 1.054 2.101 -0.51
H -2.734 -0.183 -0.148 0.20
H -2.254 0.960 -1.514 0.21
C 1.080 -0.990 0.387 -0.47
C 1.345 -0.153 -0.671 -0.26
H 1.755 -1.040 1.230 0.23
H 0.437 -1.848 0.243 0.22
H 0.876 -0.274 -1.635 0.21
H 2.093 0.624 -0.590 0.21



18.
12
Properties=species:S:1:pos:R:3:nbo_charge:R:1 method="wB97M-V/def2-TZVPD" homo_lumo_gap_ha=0.3474 homo_ev=-8.481
C -0.471 0.134 -1.218 -0.39
C -0.557 0.427 0.239 -0.28
C -0.446 -1.009 -0.221 -0.39
C 0.970 -1.450 -0.053 0.30
O 1.607 -0.433 0.483 -0.47
C 0.733 0.636 0.976 -0.10
H 0.443 0.353 -1.766 0.22
H -1.379 0.217 -1.806 0.23
H -1.474 0.827 0.657 0.24
H -1.265 -1.719 -0.199 0.24
H 0.595 0.421 2.040 0.19
H 1.244 1.596 0.867 0.20



19.
12
Properties=species:S:1:pos:R:3:nbo_charge:R:1 method="wB97M-V/def2-TZVPD" homo_lumo_gap_ha=0.3749 homo_ev=-9.197 smiles="O=CCC1C=C1"
O -1.185 -1.543 -0.678 -0.52
C -0.029 -1.608 -0.331 0.45
C 0.932 -0.442 -0.351 -0.54
C 0.301 0.920 -0.060 -0.24
C -1.182 1.104 0.016 -0.14
C -0.557 1.154 1.146 -0.21
H 0.393 -2.580 0.004 0.11
H 1.771 -0.649 0.326 0.22
H 1.363 -0.435 -1.365 0.24
H 0.913 1.747 -0.436 0.18
H -2.097 1.106 -0.554 0.24
H -0.581 1.237 2.222 0.22



20.
12
Properties=species:S:1:pos:R:3:nbo_charge:R:1 method="wB97M-V/def2-TZVPD" homo_lumo_gap_ha=0.3473 homo_ev=-8.755
C 0.634 -0.419 -1.364 -0.58
C 0.873 1.274 0.385 0.31
C 0.625 -0.211 0.164 -0.43
C -0.718 -0.476 0.786 -0.25
C -1.181 0.695 1.191 0.07
O -0.236 1.723 0.946 -0.47
H 1.629 -0.224 -1.770 0.23
H -0.071 0.272 -1.839 0.21
H 0.335 -1.439 -1.620 0.21
H 1.439 -0.792 0.617 0.25
H -1.224 -1.430 0.859 0.23
H -2.104 1.028 1.646 0.21



Q: Which ΔE to the lowest compared entry with this formula, charge and spin values were calculated for the entries above? A: 0.000 0.000 1.190 4.608 0.000 3.193 2.032 7.266 0.415 3.555 2.214 6.308 4.765 0.000 1.850 2.517 3.952 3.022 2.689 2.818, in eV.